13
Properties=species:S:1:pos:R:3:forces:R:3 method="wB97M-V/def2-TZVPD" multiplicity=1 homo_lumo_gap_ha="0.25694 / 0.29350" total_charge=0 total_energy_ev=-9266.6056 max_force_ev_per_a=1.11 de_lowest_kj_mol=665.4 lumo_ha="-0.0315 / 0.0004"
C -0.924 1.237 -0.563 -0.9 0.1 0.1
C 1.274 0.494 0.105 0.8 0.2 -0.7
O 0.837 0.074 1.274 0.3 -0.5 0.7
C -0.232 -0.777 1.088 0.1 0.4 -0.3
N -1.256 0.025 0.903 -0.3 0.0 -0.5
C 0.029 -2.027 0.422 0.0 -1.0 -0.1
N 0.164 -3.095 -0.016 -0.1 1.0 0.4
H -2.013 1.230 -0.636 0.1 0.1 -0.1
H -0.609 2.224 -0.230 0.1 -0.3 0.1
H -0.531 0.979 -1.549 0.1 -0.2 0.3
H 2.082 1.220 0.160 -0.1 -0.1 0.0
H 1.215 -0.190 -0.741 0.0 0.1 0.1
H -2.116 -0.461 0.657 0.1 0.1 -0.1